1.
{"formula": "C19H24MoNO4SSe4Si", "method": "ωB97M-V/def2-TZVPD", "species": ["Mo", "C", "Si", "C", "N", "C", "C", "C", "C", "C", "C", "C", "C", "C", "C", "C", "C", "C", "C", "C", "C", "C", "H", "H", "H", "H", "H", "H", "H", "H", "H", "H", "H", "H", "H", "H", "H", "H", "H", "H", "H", "H", "H", "H", "H", "H", "Se", "Se", "Se", "Se", "O", "S", "O", "O", "O"], "positions_angstrom": [[-0.245, 0.136, 0.463], [0.442, 1.768, -0.592], [-0.187, 3.216, 0.495], [-1.985, 2.767, 0.088], [-2.109, 1.261, 0.013], [-2.481, 0.636, 1.280], [-3.768, -0.170, 1.244], [-4.857, 0.731, 0.654], [-4.471, 1.197, -0.769], [-3.021, 0.857, -1.095], [-0.047, 3.421, 2.338], [1.179, 3.409, 3.013], [1.254, 3.686, 4.367], [0.102, 3.991, 5.083], [-1.120, 4.031, 4.431], [-1.191, 3.751, 3.069], [0.185, 4.823, -0.342], [-0.783, 5.833, -0.315], [-0.536, 7.065, -0.905], [0.686, 7.304, -1.522], [1.660, 6.315, -1.547], [1.409, 5.082, -0.961], [1.526, 1.683, -0.665], [0.000, 1.990, -1.565], [-2.191, 3.160, -0.909], [-2.761, 3.161, 0.742], [-2.496, 1.373, 2.080], [-1.669, -0.106, 1.599], [-4.013, -0.477, 2.259], [-3.646, -1.076, 0.649], [-4.996, 1.592, 1.312], [-5.805, 0.196, 0.641], [-4.635, 2.269, -0.880], [-5.093, 0.709, -1.520], [-2.677, 1.363, -1.993], [-2.912, -0.208, -1.268], [2.093, 3.173, 2.480], [2.215, 3.671, 4.864], [0.161, 4.209, 6.142], [-2.021, 4.286, 4.975], [-2.159, 3.827, 2.591], [-1.740, 5.669, 0.177], [-1.294, 7.839, -0.881], [0.880, 8.264, -1.982], [2.614, 6.504, -2.023], [2.181, 4.320, -0.987], [-0.861, -1.732, -0.934], [1.032, -3.000, -1.518], [1.820, -3.970, 0.401], [1.212, -2.899, 2.139], [0.535, 0.376, 2.268], [2.032, 0.016, 1.862], [2.829, 1.193, 1.732], [1.650, -0.577, 0.477], [2.496, -1.042, 2.728]], "atomic_forces_ev_per_a": [[0.5, 1.0, -1.5], [0.4, -0.1, 0.7], [-0.6, 0.2, -0.3], [-0.4, -0.3, 0.0], [0.1, 0.1, 0.3], [-0.2, 0.0, -0.1], [-0.1, 0.2, -0.1], [0.0, -0.1, -0.1], [0.0, 0.0, 0.1], [0.0, 0.1, 0.1], [0.2, -0.2, 0.1], [0.1, 0.1, -0.1], [0.0, 0.0, 0.0], [0.0, 0.0, 0.0], [0.0, 0.0, -0.1], [0.1, 0.0, 0.2], [0.2, 0.1, -0.1], [0.1, 0.1, 0.0], [0.0, 0.0, 0.0], [0.0, 0.0, 0.0], [0.0, 0.0, 0.0], [0.0, 0.0, 0.0], [0.0, -0.1, -0.1], [-0.1, 0.0, 0.0], [0.0, 0.0, 0.0], [-0.1, 0.0, 0.0], [0.1, 0.0, 0.1], [-0.4, -0.2, 0.4], [0.0, 0.0, 0.0], [0.0, 0.0, 0.0], [0.0, 0.0, 0.0], [0.0, 0.0, 0.0], [0.0, 0.0, 0.0], [0.0, 0.0, 0.0], [0.0, 0.0, -0.1], [0.0, -0.1, 0.0], [-0.1, 0.1, 0.1], [0.0, 0.0, 0.0], [0.0, 0.0, 0.0], [0.0, 0.0, 0.0], [0.0, 0.0, 0.0], [0.1, 0.0, 0.0], [0.0, 0.0, 0.0], [0.0, 0.0, 0.0], [0.0, 0.0, 0.0], [0.0, 0.0, 0.0], [-0.3, -0.4, 0.4], [-0.1, 0.5, -0.5], [0.3, -0.3, 0.0], [-0.4, -0.2, 0.7], [0.6, -0.4, 0.1], [-1.0, 1.4, -1.3], [0.0, -0.7, 0.3], [0.8, 0.1, 0.6], [0.3, -0.7, 0.3]], "mulliken_charge": [-0.2953, -0.8402, -0.3830, -1.6484, 1.2086, 0.4299, -0.8913, -0.7054, -0.5557, -1.3456, 1.2044, -0.3409, -0.8301, -0.4979, -0.8095, -0.0507, 0.5247, -0.0060, -0.7455, -0.4773, -0.5983, -0.4183, 0.7973, 0.5172, 0.6542, 0.5487, 0.5210, 0.0938, 0.4880, 0.3344, 0.3442, 0.4385, 0.2259, 0.4773, 0.3445, 0.3121, 0.4717, 0.4380, 0.4076, 0.4255, 0.3040, 0.2771, 0.4076, 0.3947, 0.4124, 0.2984, 0.0259, -0.1370, 0.1686, 0.2432, -0.6611, 1.2124, -0.5402, -0.5317, -0.6427], "e_lumo_ev": -5.46, "orbital_gap_ev": 5.94, "multiplicity": 1, "total_charge": 1}

=====

2.
{"formula": "C5H10O2", "method": "ωB97M-V/def2-TZVPD", "species": ["C", "C", "C", "C", "C", "O", "O", "H", "H", "H", "H", "H", "H", "H", "H", "H", "H"], "positions_angstrom": [[-0.794, -1.190, 1.251], [0.218, -1.067, 0.088], [1.189, -2.219, 0.150], [0.859, 0.323, 0.056], [-0.183, 1.369, -0.308], [-0.685, 2.234, 0.330], [-0.519, 1.124, -1.621], [-1.440, -2.047, 1.069], [-0.169, -1.271, 2.151], [-1.544, -0.394, 1.354], [-0.372, -1.151, -0.827], [1.855, -2.214, -0.715], [1.847, -2.137, 1.033], [0.594, -3.129, 0.166], [1.675, 0.414, -0.689], [1.468, 0.599, 0.921], [-1.362, 1.512, -1.940]], "atomic_forces_ev_per_a": [[0.3, 0.2, -0.2], [-1.1, 0.6, 0.2], [0.5, 0.4, 0.0], [1.2, 0.7, -0.4], [0.1, -0.7, -1.2], [-0.2, 0.4, 0.7], [-0.5, -0.1, -0.4], [0.4, -0.5, 0.3], [-0.7, -0.1, 0.1], [0.7, 0.3, -0.1], [0.2, 0.0, -0.2], [-0.1, -0.1, -0.1], [-0.4, -0.2, -0.1], [0.3, -0.3, 0.1], [-0.7, -0.4, -0.3], [-0.8, -0.1, 0.7], [0.8, 0.2, 0.8]], "mulliken_charge": [-1.3343, 0.6250, -1.5360, -0.6793, 0.4218, -0.5289, -0.4709, 0.3798, 0.3133, 0.3520, 0.2859, 0.3732, 0.3425, 0.3880, 0.3589, 0.3724, 0.3366], "e_lumo_ev": 0.77, "e_above_lowest_ev": 0.615, "orbital_gap_ev": 11.21, "smiles": "CC(C)CC(=O)O", "multiplicity": 1}